Formula: C8H8ClFO
Source: the OMol25 dataset
Level of theory: ωB97M-V with the def2-TZVPD basis set

Geometry as XYZ:
```
19
C8H8ClFO ωB97M-V with the def2-TZVPD basis set
C 1.34 -0.87 -1.22
C -2.45 -1.90 -0.82
C -3.11 -1.07 -0.29
C 0.46 0.17 -0.69
C 1.96 -1.73 -0.49
C 0.28 0.51 0.58
C -0.17 0.95 -1.82
C 0.86 -0.04 1.85
O 2.60 -2.53 0.03
F -0.55 1.55 0.87
Cl -3.92 0.14 0.43
H 1.20 -1.14 -2.19
H -1.87 -2.72 -1.06
H -0.87 0.24 -2.43
H 0.59 1.34 -2.57
H -0.62 1.97 -1.50
H 0.14 -0.28 2.64
H 1.52 0.68 2.33
H 1.44 -0.99 1.62
```

Properties
Frontier orbital gap (Eh): 0.322
E_tot (eV): -25708.714
Charge: 0
2S+1: 1
Lowest unoccupied orbital energy (eV): 0.6
Structure (SMILES): C/C(F)=C(/C)C=C=O.C#CCl

Löwdin atomic charge list, values in e, 4 entries: -0.05, 0.03, -0.75, -0.27